[1]
The molecule C4H10O3. Source: the OMol25 dataset; level of theory: ωB97M-V/def2-TZVPD.

```
17
Properties=species:S:1:pos:R:3:forces:R:3:lowdin_charge:R:1
C 1.07797 1.68674 0.66958 -1.919 0.882 -2.073 0.02
O -0.09221 1.20624 -0.29714 2.117 0.839 2.073 -0.11
C -0.36965 -0.14780 -0.14942 0.922 -0.905 -0.036 -0.62
C -0.60872 -0.79064 -1.51426 0.310 0.246 -0.266 -0.01
C -1.56971 -0.38236 0.77310 0.321 -0.196 0.405 0.00
O 0.78520 -0.74713 0.55692 -1.265 -0.880 -0.112 -0.15
O 1.85339 -1.24737 -0.29864 -0.426 0.616 0.331 -0.01
H 1.23996 1.25979 1.65783 -0.541 -0.581 -0.418 0.08
H 0.78246 2.72348 0.81741 0.128 0.060 -0.136 0.07
H 1.95974 1.64581 0.03271 0.048 -0.153 0.298 0.08
H -0.71192 -1.87609 -1.43567 -0.016 0.173 0.093 0.09
H 0.20991 -0.55882 -2.20170 0.012 -0.101 0.254 0.09
H -1.50949 -0.37331 -1.97536 0.028 -0.053 0.279 0.09
H -1.45296 0.16961 1.70868 0.060 -0.002 -0.069 0.09
H -1.66548 -1.44462 1.01932 0.016 0.146 -0.119 0.09
H -2.49570 -0.04786 0.29626 0.278 0.041 -0.061 0.09
H 2.56721 -1.07565 0.34039 -0.072 -0.131 -0.444 0.10
```
Forces are in eV/Å.

- Spin multiplicity: 1
- SMILES: COC(C)(C)OO

[2]
A cluster of 2 separate species, C4H10O3 in total. Source: the OMol25 dataset; level of theory: ωB97M-V/def2-TZVPD.

```
17
Properties=species:S:1:pos:R:3:forces:R:3:lowdin_charge:R:1
O -3.30130 -0.16435 1.16796 0.056 0.045 0.306 0.07
C -2.62665 0.28111 0.28373 -0.349 -0.345 -0.843 -0.28
C -1.60294 -0.48946 -0.50085 0.837 -0.061 0.453 -0.16
C -0.18020 -0.12092 -0.06440 0.994 -0.200 -0.059 -0.20
C 0.85388 -0.93768 -0.85354 -1.212 1.191 -1.345 -0.29
O 2.15620 -0.82658 -0.38712 0.599 -1.079 0.613 -0.04
H -2.78407 1.30797 -0.10873 0.077 0.156 0.355 0.13
H -1.71407 -1.57281 -0.46008 -0.361 0.050 0.313 0.12
H -1.65562 -0.19153 -1.54009 -0.269 0.109 -0.383 0.12
H -0.00215 0.94163 -0.22868 0.013 0.186 -0.052 0.12
H 0.09465 -0.31666 0.97939 -0.768 -0.108 0.165 0.12
H 0.83629 -0.63606 -1.90782 -0.092 0.412 -0.119 0.12
H 0.45924 -1.94549 -0.95085 0.723 -0.615 0.774 0.12
H 2.37284 0.03473 -0.02313 -0.110 0.174 -0.566 0.04
O 2.68691 1.52902 1.31294 -0.081 0.368 0.171 -0.05
H 2.00599 0.85427 1.38595 -0.176 0.107 0.546 0.01
H 2.40099 2.25281 1.89531 0.118 -0.389 -0.329 0.06
```
Forces are in eV/Å.

- Spin multiplicity: 1
- SMILES: O=CCCCO.O

[3]
A cluster of 2 separate species, C4H10O3 in total. Source: the OMol25 dataset; level of theory: ωB97M-V/def2-TZVPD.

```
17
Properties=species:S:1:pos:R:3:forces:R:3:lowdin_charge:R:1
C 0.47081 2.90875 1.44390 0.084 0.322 -0.520 -0.07
C 0.75489 1.41754 1.51033 0.333 0.195 1.862 -0.23
O -0.22007 0.85633 0.66333 -0.240 1.231 -0.127 -0.02
C -0.14476 -0.37541 0.27484 -0.588 -2.477 -0.616 -0.56
C -1.45426 -0.72975 -0.46458 0.676 -0.155 -0.702 0.02
O 0.80694 -1.12693 0.40827 -0.919 0.878 0.066 0.08
H -0.62845 2.98971 1.48484 0.461 0.247 -0.004 0.08
H 0.81581 3.29302 0.46926 -0.219 0.041 0.374 0.08
H 0.89988 3.53777 2.24193 -0.008 -0.579 -0.260 0.08
H 1.78320 1.05832 1.31295 -0.616 0.359 -0.237 0.13
H 0.46447 1.06861 2.51997 0.493 0.029 -0.238 0.13
H -2.01725 -1.59811 -0.08302 0.643 0.319 0.053 0.09
H -1.03579 -0.98801 -1.45190 -0.647 -0.154 0.082 0.09
H -2.15228 0.11525 -0.58843 0.549 -0.280 0.248 0.08
O 0.23686 -4.22708 -3.48018 0.950 0.259 0.690 -0.09
H 1.03976 -3.71073 -3.71888 -0.850 -0.565 0.323 0.05
H 0.38024 -4.48928 -2.54265 -0.102 0.329 -0.993 0.05
```
Forces are in eV/Å.

- Spin multiplicity: 1
- SMILES: CCOC(C)=O.O

[4]
A cluster of 3 separate species, C4H10O3 in total. Source: the OMol25 dataset; level of theory: ωB97M-V/def2-TZVPD.

```
17
Properties=species:S:1:pos:R:3:forces:R:3:lowdin_charge:R:1
C 1.29596 -1.40045 -2.01433 -2.464 -0.159 2.809 0.07
C 0.48214 -1.53841 -0.93421 3.097 0.225 -0.514 -0.11
C 0.92196 -0.91086 0.29738 -0.853 1.473 -0.726 -0.51
C 2.11039 -0.83863 0.81531 2.981 -1.217 2.345 0.04
O 0.04049 -0.11401 0.91567 -5.569 1.702 -0.310 -0.01
H 2.12627 -0.75101 -2.04025 0.701 0.598 0.166 0.06
H 0.99767 -1.90395 -2.84794 -0.352 -1.278 -2.496 0.02
H -0.31262 -2.21939 -0.72656 -0.752 -0.366 -0.969 0.10
H 2.33191 -0.49652 1.85904 -0.675 0.383 -1.272 0.09
H 2.91724 -1.45770 0.47637 0.108 -0.265 -0.560 0.06
H -0.90173 0.07704 0.41490 4.105 -1.028 1.624 0.17
O -1.05037 4.27539 2.44006 1.068 0.210 -0.680 -0.03
H -0.85977 5.16568 2.14287 0.942 0.188 -0.561 0.03
H -1.85641 4.50509 2.84237 -2.023 -0.397 1.238 0.00
O -2.54158 -1.11081 -1.36570 -0.321 1.378 1.256 -0.09
H -2.33615 -0.56152 -0.54592 -0.738 -1.152 -1.763 0.04
H -3.36542 -0.71995 -1.72908 0.745 -0.296 0.414 0.05
```
Forces are in eV/Å.

- Spin multiplicity: 1
- SMILES: C=CC(=C)O.O.O

[5]
A cluster of 2 separate species, C4H10O4 in total. Source: the OMol25 dataset; level of theory: ωB97M-V/def2-TZVPD.

```
18
Properties=species:S:1:pos:R:3:forces:R:3:lowdin_charge:R:1
C 1.90994 -0.19931 -0.70591 0.523 -1.145 3.329 -0.19
C 0.58347 -0.79396 -0.12806 -0.815 3.688 1.401 -0.32
C -0.77109 0.18109 -0.31247 5.045 3.109 -3.718 -0.36
C -1.93007 -0.58721 -0.07585 -6.925 -1.644 0.469 -0.15
H 3.12313 1.05303 0.90293 -4.950 -0.303 -3.471 0.34
H 1.93715 -0.12028 -1.82884 0.237 0.581 1.275 0.13
H 2.79907 -0.70590 -0.15586 -1.581 -0.633 -2.313 0.14
H 0.45528 -1.69428 -0.57887 -0.946 -2.901 -1.131 0.11
H 1.05188 0.06525 1.71115 -1.924 -4.744 -2.439 0.23
H -0.66010 0.68973 -1.40292 -0.760 -1.987 1.629 0.18
H 0.29681 1.73385 0.40735 -3.515 -1.225 0.021 0.14
H -1.98062 -1.26079 0.82779 0.787 0.715 -1.049 0.14
H -2.34481 -1.09045 -0.99037 1.457 -0.265 0.816 0.14
H -3.02832 1.17369 0.34983 -0.995 -3.313 -0.684 0.12
O 1.92761 0.94890 0.15969 5.468 3.006 2.280 -0.28
O 0.67484 -0.97035 1.26662 2.047 3.642 1.936 -0.11
O -0.72251 1.39567 0.44604 3.223 0.363 0.948 -0.10
O -3.32167 0.18132 0.10775 3.625 3.055 0.699 -0.17
```
Forces are in eV/Å.

- Spin multiplicity: 1

[6]
A cluster of 2 separate species, C4H10OS in total. Source: the OMol25 dataset; level of theory: ωB97M-V/def2-TZVPD.

```
16
Properties=species:S:1:pos:R:3:forces:R:3:lowdin_charge:R:1
C -2.52043 0.10715 1.67155 -1.461 2.118 -0.072 0.00
C -1.82051 1.28019 1.75991 -0.313 -2.674 1.213 -0.24
O -0.45965 1.12248 1.96277 -0.620 -0.116 -0.884 -0.04
H -3.61878 0.04177 1.86511 0.939 0.709 -0.628 0.06
H -2.15637 -0.85117 1.35809 0.949 -0.133 0.392 0.03
H -2.21920 2.29727 1.91705 0.033 -0.782 -0.055 0.11
H -0.06270 1.96246 2.12970 0.471 0.870 0.010 0.07
C 1.38145 0.08744 -1.97027 -1.293 -0.785 0.567 -0.17
C 1.95334 -1.25010 -1.18762 2.135 1.369 -4.058 -0.66
S 0.94139 -2.09603 0.01995 0.596 -0.242 0.048 0.68
H 0.90731 0.80136 -1.28060 0.079 -0.356 0.172 0.04
H 0.57508 -0.18767 -2.70173 0.657 -0.024 0.726 0.07
H 2.06864 0.73410 -2.55024 0.394 -1.009 0.454 0.06
H 2.01502 -2.01629 -2.16221 0.797 1.855 2.835 0.10
H 2.98448 -0.84682 -0.74199 -2.055 -1.617 -1.040 0.09
H 0.03093 -1.18615 -0.08948 -1.308 0.817 0.320 -0.20
```
Forces are in eV/Å.

- Spin multiplicity: 1
- SMILES: C=CO.CCS

[7]
A cluster of 2 separate species, C4H10OS in total. Source: the OMol25 dataset; level of theory: ωB97M-V/def2-TZVPD.

```
16
Properties=species:S:1:pos:R:3:forces:R:3:lowdin_charge:R:1
C -2.54369 -0.07104 -0.86833 2.034 -2.479 0.389 0.01
C -1.45838 0.58553 -1.31480 -0.879 1.917 0.232 -0.22
O -1.54767 1.68946 -2.24704 1.107 -3.925 -0.535 -0.05
H -2.29802 -0.96192 -0.12725 -0.716 2.038 -1.518 0.09
H -3.49956 -0.13194 -1.39350 0.221 0.603 0.426 0.06
H -0.43521 0.47457 -0.89366 -0.866 -0.119 -0.433 0.07
H -1.83672 2.45314 -1.82636 -0.891 1.946 1.421 0.04
C 1.34846 0.05026 1.65175 1.115 0.610 0.899 -0.23
C 1.31343 -1.16112 0.77826 -1.405 -1.102 0.890 -0.70
S 2.37446 -0.89360 -0.62373 0.487 -0.781 -1.036 0.69
H 2.45023 0.27759 1.86685 -1.521 0.160 -0.544 0.09
H 0.83337 0.83800 1.08113 0.306 0.302 0.877 0.06
H 0.94476 -0.15632 2.66133 -0.393 0.345 -0.662 0.08
H 0.23843 -1.47788 0.51495 1.590 0.593 0.112 0.08
H 1.71059 -1.95663 1.42887 0.091 -0.185 -0.813 0.07
H 2.40551 0.44191 -0.68846 -0.278 0.078 0.297 -0.14
```
Forces are in eV/Å.

- Spin multiplicity: 1
- SMILES: C=CO.CCS

[8]
The molecule C4H10OS. Source: the OMol25 dataset; level of theory: ωB97M-V/def2-TZVPD.

```
16
Properties=species:S:1:pos:R:3:forces:R:3:lowdin_charge:R:1
O 2.93790 0.48504 -0.30374 0.805 1.265 -2.097 -0.07
C 2.38955 -0.63077 0.22971 -2.115 -2.997 0.395 -0.32
C 0.82072 -0.63163 -0.05398 1.318 1.956 0.071 -0.18
C 0.15561 0.67121 0.55404 -0.875 -0.995 0.123 -0.19
C -1.29981 0.83976 -0.15691 4.961 -0.431 -1.190 -0.63
S -2.58555 -0.30462 -0.05485 -1.706 -0.517 0.342 0.76
H 2.74307 0.37032 -1.25742 0.487 0.753 0.572 0.11
H 2.83023 -1.58844 -0.21580 -0.422 1.017 0.613 0.13
H 2.59774 -0.62418 1.29722 -0.090 -0.115 0.131 0.11
H 0.31598 -1.53510 0.20834 -0.196 -0.634 0.781 0.08
H 0.70202 -0.61393 -1.15280 0.130 0.263 0.155 0.11
H 0.80977 1.56719 0.41621 -0.737 -0.670 -0.651 0.11
H 0.14634 0.61610 1.66729 -0.518 -0.395 -0.626 0.11
H -0.94656 1.05939 -1.19184 -0.693 -0.394 0.307 0.08
H -1.79890 1.66998 0.13076 -1.083 3.100 1.188 0.00
H -1.93062 -1.41909 -0.03157 0.734 -1.207 -0.113 -0.19
```
Forces are in eV/Å.

- Spin multiplicity: 1
- SMILES: OCCCCS

[9]
A cluster of 2 separate species, C4H10OS in total. Source: the OMol25 dataset; level of theory: ωB97M-V/def2-TZVPD.

```
16
Properties=species:S:1:pos:R:3:forces:R:3:lowdin_charge:R:1
C -2.29868 0.74389 0.06480 -1.035 0.169 1.799 -0.27
O -3.55365 0.10218 -0.23700 0.386 0.068 -1.435 -0.08
C -1.15736 -0.23030 0.02136 0.651 -0.528 -1.294 -0.21
C 0.26673 0.31657 0.30429 -1.201 0.329 0.191 -0.34
C 1.32428 -0.76065 0.38405 -0.897 -1.161 1.261 -0.75
S 2.88013 -0.08603 -0.23113 -2.588 -1.152 -3.459 0.63
H -2.19860 1.57268 -0.64873 0.081 -0.276 0.180 0.12
H -2.31586 1.14242 1.09253 -0.219 0.340 -0.307 0.12
H -4.18776 -0.18112 0.42295 0.746 0.371 0.735 0.08
H -1.25366 -0.64850 -1.01417 0.643 -0.109 0.737 0.13
H -1.31696 -1.04058 0.72353 -0.397 -0.247 0.125 0.11
H 0.30236 0.84942 1.27420 -0.235 0.106 -0.557 0.12
H 0.56523 0.99593 -0.48790 -0.178 0.372 0.057 0.06
H 1.34378 -1.14852 1.41234 0.550 0.350 -0.005 0.08
H 1.03100 -1.65652 -0.17583 0.217 0.263 -0.112 0.05
H 1.65999 -0.35994 -1.66378 3.477 1.106 2.084 0.16
```
Forces are in eV/Å.

- Spin multiplicity: 1

[10]
A cluster of 2 separate species, C4H10OS2 in total. Source: the OMol25 dataset; level of theory: ωB97M-V/def2-TZVPD.

```
17
Properties=species:S:1:pos:R:3:forces:R:3:lowdin_charge:R:1
C -0.37687 -0.37544 1.47225 0.330 1.436 -0.152 -0.03
C -1.30127 0.90522 -0.50737 0.943 -1.648 -0.579 -0.05
C 1.07366 0.04845 -0.59641 1.325 -0.367 -3.484 -0.98
C -0.35200 -0.20848 -0.05688 -0.414 0.850 -0.561 -0.75
O -0.76992 -1.39791 -0.64243 -0.692 -0.873 -0.972 -0.06
S 1.81791 1.68406 -0.33166 -0.393 -0.671 -0.769 0.70
S 2.26699 -1.21017 -0.04072 0.202 0.647 -0.167 0.70
H -0.48878 -1.42440 1.74261 -0.101 0.165 0.041 0.09
H -1.22199 0.27843 1.83467 0.994 -0.974 0.097 0.11
H 0.61384 -0.00479 1.83828 -1.057 -0.341 0.294 0.06
H -2.30508 0.81965 -0.22921 -1.519 -0.854 0.672 0.08
H -1.26884 1.01272 -1.56009 0.077 -0.100 -1.355 0.08
H -0.99915 1.80728 -0.15972 1.121 2.852 1.278 0.03
H 1.19346 0.01246 -2.34049 -0.806 0.058 3.959 0.20
H -0.93623 -1.15273 -1.57494 0.121 -0.600 0.494 0.11
H 1.62029 1.41801 0.93002 0.262 0.572 1.359 -0.16
H 1.43398 -2.21234 0.22210 -0.392 -0.153 -0.156 -0.13
```
Forces are in eV/Å.

- Spin multiplicity: 1

For the records above, the corresponding ΔE to the lowest compared entry with this formula, charge and spin values read 102.4, 38.1, 17.6, 81.7, 163.1, 60.0, 46.0, 27.3, 70.3, 82.2 kcal/mol.
For the records above, the corresponding Kohn-Sham gap values read 10.60, 10.54, 11.18, 8.77, 8.30, 9.55, 10.00, 9.82, 8.28, 9.11 eV.